{"formula": "CH8SSi2", "method": "wB97M-V/def2-TZVPD", "elements": ["Si", "Si", "C", "S", "H", "H", "H", "H", "H", "H", "H", "H"], "positions_angstrom": [[1.17, 1.52, 1.02], [-0.61, 0.09, 0.24], [-0.03, -1.24, -0.95], [-1.44, -2.12, -1.71], [1.70, 2.42, -0.03], [2.18, 0.75, 1.76], [0.96, 2.55, 2.06], [-1.65, -0.54, 0.93], [-1.20, 1.25, -0.41], [0.64, -2.02, -0.58], [0.46, -0.77, -1.83], [-2.19, -1.87, -0.51]], "e_lumo_ev": 0.599, "smiles": "[SiH3][SiH2]CS", "largest_force_ev_per_a": 2.825, "orbital_gap_ha": 0.3598, "charge": 0}